Record 1
C30H64Br18N4O4 | ωB97M-V/def2-TZVPD

Last column: Mulliken spin population.
Cartesian coordinates (Å):
Br -0.91804 -16.35146 -7.46428  0.000
C -1.56655 -18.24014 -7.19203  0.000
C -0.35772 -19.08793 -7.41136  0.000
Br 0.13900 -19.10070 -9.33962  0.000
H -2.33249 -18.49353 -7.92500  0.000
H -1.87514 -18.34671 -6.15207  0.000
H -0.46004 -20.12369 -7.08758  0.000
H 0.46966 -18.74866 -6.78811  0.000
Br -0.23634 -5.83444 -6.28492  0.000
C 1.19425 -5.94933 -4.83664  0.000
C 1.10656 -7.31333 -4.12104  0.000
Br 2.24890 -7.28629 -2.47918  0.015
H 1.03632 -5.14707 -4.11585  0.000
H 2.16995 -5.75964 -5.28399  0.000
H 1.33706 -8.13898 -4.79431  0.000
H 0.08191 -7.46945 -3.78367  0.000
Br -2.48188 -9.32262 -3.12311  0.001
C -3.11481 -8.27401 -1.45475  0.000
C -4.58040 -8.65257 -1.09122  0.000
Br -5.18793 -7.46515 0.44554  0.000
H -3.03317 -7.25064 -1.82102  0.000
H -2.47420 -8.43662 -0.58799  0.000
H -4.65814 -9.68749 -0.75804  0.000
H -5.26098 -8.54392 -1.93568  0.000
Br 4.31517 -13.90065 -2.71098  0.004
C 3.59206 -15.34687 -1.49262  0.000
C 2.43167 -14.68288 -0.74486  0.000
Br 1.60294 -15.82047 0.63818  0.000
H 4.44637 -15.57993 -0.85706  0.000
H 3.13142 -16.18314 -2.01852  0.000
H 1.72190 -14.49685 -1.55091  -0.001
H 2.73299 -13.75022 -0.26794  0.000
Br -5.88248 -10.49171 -6.56088  0.000
C -4.06483 -9.79608 -6.52004  0.000
C -3.72822 -9.38326 -7.98508  0.000
Br -1.77451 -9.12878 -7.87789  0.000
H -3.47502 -10.63223 -6.14445  0.000
H -3.90460 -8.95628 -5.84390  0.000
H -4.22600 -8.46523 -8.29738  0.000
H -3.88302 -10.25951 -8.61462  0.000
Br 1.30197 -12.12950 -11.42886  0.000
C -0.15187 -13.04440 -10.49642  0.000
C -0.54066 -12.23472 -9.23918  0.000
Br -2.26488 -12.86376 -8.55880  0.000
H 0.25514 -13.99081 -10.14037  0.000
H -1.00396 -13.22530 -11.15165  0.000
H -0.62702 -11.15688 -9.37666  0.000
H 0.20771 -12.48140 -8.48606  0.000
Br 4.54005 -20.40309 -4.25514  0.000
C 3.09614 -19.29958 -5.02950  0.000
C 2.95236 -17.92793 -4.21968  0.000
Br 1.50811 -16.80874 -5.06417  0.000
H 2.13751 -19.81800 -5.01017  0.000
H 3.40681 -19.13936 -6.06193  0.000
H 3.87537 -17.42487 -4.50793  0.000
H 2.67088 -18.06079 -3.17507  0.000
Br 5.40185 -15.97524 -6.30437  0.000
C 4.51280 -14.33093 -6.91872  0.000
C 4.14570 -14.61100 -8.42862  0.000
Br 2.75809 -16.12227 -8.50276  0.000
H 5.27693 -13.55444 -6.88302  0.000
H 3.73037 -13.99542 -6.23803  0.000
H 4.96130 -14.97049 -9.05604  0.000
H 3.73481 -13.68763 -8.83685  0.000
Br 4.82216 -6.83776 -6.80775  0.000
C 3.48202 -8.35753 -6.89873  0.000
C 4.09180 -9.31255 -7.86580  0.000
Br 3.30741 -11.11473 -7.79026  0.000
H 2.51313 -8.01175 -7.25900  0.000
H 3.45392 -8.87655 -5.94065  0.000
H 5.13228 -9.47911 -7.58692  0.000
H 4.09357 -8.80442 -8.83011  0.000
C -0.96982 -16.16489 -2.16082  -0.001
O -0.51287 -15.11808 -2.50253  0.000
N -1.69818 -16.33093 -1.02103  0.000
C -1.97702 -17.60187 -0.37454  0.000
C -1.95995 -15.18132 -0.17592  0.001
H -0.85860 -17.14526 -2.64938  0.000
H -1.33648 -18.41428 -0.71776  0.000
H -3.01851 -17.85949 -0.56694  0.000
H -1.70800 -17.49873 0.67670  0.000
H -2.99440 -14.99835 0.11480  0.000
H -1.34388 -15.29315 0.71630  0.000
H -1.73628 -14.20419 -0.60406  -0.001
C 0.97408 -11.01432 0.98543  -0.119
O 1.77478 -11.31118 1.84377  0.334
N 1.34591 -10.82181 -0.30850  0.597
C 2.72763 -10.72902 -0.77042  0.004
C 0.34416 -10.50757 -1.36571  0.015
H -0.12121 -10.90478 1.00895  -0.010
H 3.07755 -9.73169 -1.03689  0.038
H 2.92749 -11.35804 -1.63788  0.030
H 3.41864 -11.09159 -0.00941  0.011
H -0.64680 -10.52350 -0.91202  0.006
H 0.58098 -9.54993 -1.82933  0.035
H 0.47232 -11.20375 -2.19457  0.037
C -6.26098 -12.27290 -2.75833  0.000
O -6.64968 -11.51716 -1.81768  0.000
N -5.01956 -12.86735 -2.85205  0.000
C -4.45578 -13.38420 -4.14505  0.000
C -3.95736 -12.90042 -1.86297  0.000
H -6.87506 -12.40649 -3.66236  0.000
H -3.54776 -12.88175 -4.47845  0.000
H -5.17327 -13.28863 -4.96003  0.000
H -4.26195 -14.45513 -4.08486  0.000
H -3.00241 -12.49546 -2.19790  0.001
H -4.33915 -12.44778 -0.94785  0.000
H -3.74648 -13.93695 -1.59984  0.000
C 1.71982 -12.27616 -4.62861  -0.001
O 2.43293 -11.22493 -4.48761  0.002
N 0.38536 -12.30682 -4.89955  0.004
C -0.36429 -11.11398 -5.17509  -0.001
C -0.28346 -13.50934 -5.10692  0.000
H 2.12863 -13.28718 -4.47721  -0.002
H -0.15970 -10.39784 -4.37923  0.002
H -1.42477 -11.32467 -5.03692  0.001
H -0.16683 -10.61938 -6.12613  0.000
H 0.26626 -14.37139 -4.72907  -0.001
H -1.26049 -13.54221 -4.62479  -0.001
H -0.37396 -13.72491 -6.17155  0.000

Atomic forces in eV per Å
-1.030 -0.689 0.110
0.805 0.389 -0.207
0.849 -0.613 -0.192
-0.004 -0.098 1.034
-0.136 0.478 0.284
-0.254 0.294 -0.164
-0.579 -0.121 -0.435
0.177 0.371 -0.565
1.238 -0.219 1.226
-0.195 -0.246 0.195
-0.638 0.740 -0.577
-0.442 -0.179 -0.873
-0.425 -0.009 -0.256
-0.209 -0.264 -0.313
0.546 -0.037 0.371
0.146 0.054 0.248
-0.411 0.544 1.500
-1.286 -0.071 -0.413
0.724 0.256 0.029
0.578 -0.909 -1.277
-0.019 -0.165 0.213
0.285 -0.210 -0.446
-0.012 0.208 0.197
0.010 0.349 0.263
-0.526 -1.011 0.474
-0.221 0.925 0.749
0.366 0.142 -0.633
0.435 0.303 -0.629
-0.236 -0.312 -0.231
0.811 0.095 -0.409
-0.602 0.111 0.543
-0.050 -0.216 0.121
-0.143 0.270 0.351
0.032 0.246 -1.029
0.576 -1.135 1.803
-0.266 0.514 -0.438
0.120 0.097 -0.443
-0.584 -0.052 0.019
0.205 -0.248 -0.039
-0.024 0.460 -0.256
-0.351 -0.179 0.137
-0.261 0.214 0.903
0.444 -0.484 -0.546
0.151 0.073 -0.006
-0.059 -0.037 -0.346
0.317 0.236 -0.155
0.006 -0.301 -0.116
-0.179 0.357 0.196
-0.706 0.456 -0.091
-0.560 1.135 0.923
0.206 -1.327 -2.223
0.767 -0.775 0.664
0.331 -0.377 0.091
-0.123 0.267 0.194
-0.175 0.480 0.998
0.413 0.035 -0.243
-0.118 0.469 0.444
0.842 -0.738 -1.729
-1.002 -0.197 1.617
0.811 1.443 -0.273
0.098 -0.110 -0.128
-0.276 -0.596 -0.303
0.017 0.074 0.463
-0.337 -0.365 -0.251
-1.177 -0.746 0.124
0.518 -0.172 0.429
1.140 0.224 -0.317
-0.162 0.742 -0.366
0.147 0.335 0.353
-0.223 0.656 0.281
-0.151 -0.115 -0.096
-0.243 -0.912 -0.426
-1.014 -2.091 1.949
0.795 1.685 -1.139
-0.142 0.956 -0.115
0.180 -0.075 -0.506
0.238 0.748 0.559
0.346 0.152 -0.480
-0.002 0.138 -0.461
-0.007 -0.229 0.571
-0.511 -0.036 0.116
-0.265 -0.961 0.095
-0.149 0.188 0.235
0.648 -0.438 -0.559
-0.443 -0.610 0.986
-0.645 0.319 -0.368
1.365 1.484 -4.086
0.857 -1.131 1.089
0.375 -0.460 1.240
0.122 -0.133 1.041
-0.713 0.453 -0.097
-0.594 -0.037 -0.450
-0.320 0.077 0.314
0.037 -0.031 -0.365
0.158 0.419 0.291
-0.082 -0.444 0.079
0.384 2.518 2.114
1.331 -2.599 -2.371
1.006 -0.218 -1.779
-1.682 -0.201 0.154
-1.184 -0.286 1.059
0.126 -0.218 0.166
0.040 0.286 0.433
-0.175 0.238 0.123
0.228 -0.035 0.299
-0.210 0.495 -0.184
0.278 0.340 -0.002
-0.100 -0.153 -0.192
0.729 2.508 0.460
-2.223 -2.690 -0.181
2.030 1.502 0.424
-0.056 0.909 0.935
-0.468 -2.626 -0.759
0.057 0.157 -0.074
0.310 0.318 -0.132
-0.009 -0.184 -0.489
0.020 -0.356 -0.076
0.097 0.270 0.310
0.004 0.129 -0.069
-0.490 0.147 -0.209

Results
HOMO (spin up / spin down)	-0.4226 / -0.4225	Eh
2S+1	2
net charge	+1
LUMO energy (spin up / spin down)	-3.16 / -8.05	eV
max |F|	4.56	eV Å⁻¹
expectation value of S²	0.7728

Record 2
C6H10I2O | ωB97M-V/def2-TZVPD

Last column: Löwdin charge in e.
Cartesian coordinates (Å):
C 1.43393 0.61054 0.79707  -0.188
C 1.63771 -0.81394 0.26515  -0.197
C 0.49953 1.22165 -0.21939  -0.127
C 0.26215 -1.19421 -0.31779  -0.200
C -0.53047 0.03007 -0.51182  -0.653
C -1.80091 0.04179 0.45760  -1.024
O -1.00479 0.12057 -1.87334  -0.099
I -3.10617 -1.65966 0.25016  0.798
I -2.98651 1.87807 0.08576  0.771
H 0.78690 0.40435 1.61458  0.097
H 2.39845 1.08653 0.98330  0.122
H 2.53798 -1.07359 -0.47121  0.146
H 1.86365 -1.49026 1.12164  0.104
H 0.17916 2.15779 0.13904  0.076
H 1.00882 1.28807 -1.18639  0.131
H 0.16884 -1.98122 -1.20161  0.169
H -0.18785 -1.87917 0.46331  0.083
H -1.58072 0.32707 1.46110  -0.020
H -1.57970 0.92556 -1.85713  0.012

Atomic forces in eV per Å
0.478 -1.410 -1.604
2.116 -2.024 -0.919
0.512 -1.958 -0.767
0.119 -4.323 0.105
-1.844 2.193 -0.425
0.080 1.059 -1.612
-0.246 0.671 1.112
0.533 0.464 0.223
0.106 -0.300 -0.096
0.101 0.485 1.688
-0.499 0.311 0.363
-1.858 1.275 1.245
-0.104 0.380 -0.548
-1.082 1.131 -0.037
-0.064 0.454 0.083
0.688 2.162 1.298
0.047 1.023 -0.519
0.392 -0.792 0.845
0.526 -0.799 -0.434

Results
relative energy (zero: lowest compared OMol25 entry of this formula, charge and spin)	0.0	kJ/mol
HOMO	-0.3413	Eh
net charge	0
LUMO energy	-0.18	eV
max |F|	4.33	eV Å⁻¹

Record 3
C4H11NO2 | ωB97M-V/def2-TZVPD

Last column: Löwdin charge in e.
Cartesian coordinates (Å):
C 2.92888 0.50940 0.31434  -0.179
O 1.85365 0.35458 1.16676  -0.142
H 1.08977 -0.16067 1.01977  0.014
H 2.60895 0.46143 -0.80366  0.084
H 3.61543 -0.32569 0.44765  0.075
H 3.25895 1.58016 0.59378  0.117
C -1.56187 -0.41460 0.54156  -0.161
C -2.53983 0.60813 -0.10952  -0.088
C -0.69256 -1.10514 -0.45312  -0.527
O -0.90289 -2.27491 -0.82618  0.027
N 0.39693 -0.39484 -0.94480  0.151
H -0.80583 0.27617 1.00963  0.107
H -2.11997 -1.33134 1.15358  0.187
H -3.46445 0.10942 -0.49973  0.092
H 0.78923 -0.80818 -1.72171  0.084
H 0.69999 0.50328 -0.87009  0.051
H -2.02532 1.24469 -0.68698  0.021
H -3.12905 1.16812 0.66872  0.087

Atomic forces in eV per Å
-0.829 1.018 -1.673
0.218 1.608 2.593
-0.283 -1.297 -1.141
0.758 0.382 1.614
0.621 0.463 0.085
0.374 -1.976 -0.856
-0.635 -0.509 0.941
-3.836 -3.164 3.614
-0.373 -1.874 -1.433
0.610 2.268 0.563
-2.224 -2.928 0.246
-1.031 -0.930 0.993
1.681 2.929 -1.149
1.324 0.138 -0.883
0.941 -1.395 -1.790
-0.034 3.056 0.997
1.393 2.283 -2.542
1.324 -0.070 -0.179

Results
relative energy (zero: lowest compared OMol25 entry of this formula, charge and spin)	256.2	kJ/mol
HOMO	-0.3659	Eh
SMILES string	CCC(N)=O.CO
net charge	0
LUMO energy	0.75	eV
max |F|	6.15	eV Å⁻¹

Record 4
C6H7IN2O2S | ωB97M-V/def2-TZVPD

Last column: Löwdin charge in e.
Cartesian coordinates (Å):
C -1.53407 2.24085 -0.09700  -0.089
C -0.28101 2.40268 -0.62644  -0.096
C -2.00218 0.95160 0.20997  -0.062
C 0.67604 1.32307 -0.61847  -0.072
C -1.11136 -0.06878 0.27919  -0.104
C 0.13591 0.05712 -0.30078  -0.337
N 1.16559 -1.84267 1.05090  -0.334
N 0.44388 -2.75479 1.44670  0.079
O -0.46599 -2.23146 -1.24086  -0.419
O 2.68862 -0.61267 -0.31917  -1.089
S 1.24418 -1.38741 -0.54255  1.001
I 3.53946 -0.00202 1.38086  0.854
H -2.21742 3.04821 -0.31449  0.102
H 0.02835 3.48251 -0.77904  0.123
H -3.01219 0.78125 0.34124  0.089
H 1.67283 1.73700 -1.07723  0.145
H -1.59587 -1.00521 0.53929  0.111
H -0.07330 -2.98637 -1.74122  -0.008
H 0.69853 -3.13293 2.40911  0.107

Atomic forces in eV per Å
-1.051 -0.765 -1.847
1.953 0.636 1.711
1.788 2.400 0.099
-0.728 2.216 -1.630
-0.967 -1.517 -0.861
2.719 1.177 0.064
0.338 -2.184 3.392
0.255 -0.733 -0.854
1.990 -0.328 0.318
0.605 0.036 0.288
-3.292 0.579 -2.530
0.078 0.311 0.032
-0.312 0.158 0.663
-0.059 -1.616 -0.337
-1.878 -0.306 0.746
-1.652 -2.094 1.103
0.873 -0.331 -0.150
-0.539 0.753 0.554
-0.122 1.610 -0.762

Results
relative energy (zero: lowest compared OMol25 entry of this formula, charge and spin)	393.1	kJ/mol
HOMO	-0.3300	Eh
net charge	0
LUMO energy	-0.92	eV
max |F|	4.19	eV Å⁻¹

Record 5
C6H15NO4S | ωB97M-V/def2-TZVPD

Last column: Löwdin charge in e.
Cartesian coordinates (Å):
C 1.39552 2.25184 0.80674  -0.106
C 1.51694 -0.37301 -0.45504  -0.037
C -2.24333 -0.00642 -0.22580  -0.108
C -0.82293 -0.28621 -2.12586  -0.119
C 0.18515 1.66581 0.11651  -0.170
C 0.14394 0.06353 0.06707  -0.537
N -1.00656 -0.50681 -0.74661  -0.196
O 0.02261 -2.75352 0.64433  -0.158
O 1.90196 -1.95164 1.85049  -0.210
O -0.36353 -2.03642 2.92022  -0.250
O -0.06295 -0.33886 1.40358  -0.170
S 0.50538 -1.76468 1.81744  0.575
H 1.51338 1.75109 1.85599  0.116
H 1.28556 3.34851 1.03435  0.084
H 2.33600 2.05669 0.23999  0.078
H 1.56024 -1.48054 -0.40807  0.077
H 2.25185 -0.04052 0.25769  0.069
H 1.80187 -0.08371 -1.50808  0.117
H -2.43637 1.06476 -0.44000  0.086
H -3.09979 -0.60944 -0.75683  0.131
H -2.31350 -0.05275 0.82491  0.069
H -0.00757 0.40799 -2.28264  0.059
H -0.70472 -1.25127 -2.72180  0.116
H -1.65865 0.21124 -2.62246  0.086
H -0.77919 1.75338 0.67310  0.110
H 0.04217 1.91227 -1.01742  0.143
H -0.96347 -2.95132 0.79820  0.147

Atomic forces in eV per Å
0.492 -0.075 1.798
-0.111 -1.703 -0.801
-2.531 -0.199 -2.415
-0.167 -0.763 -2.431
-2.111 -2.107 -1.416
1.018 1.625 -2.448
1.558 0.887 2.602
-1.542 0.025 0.698
0.478 0.834 0.248
0.844 -0.100 0.385
1.234 -0.683 -0.067
-3.099 -2.023 0.817
-0.145 0.778 -1.831
0.115 -1.042 -0.504
-0.736 0.406 0.433
0.177 0.696 -0.539
0.378 0.231 -0.038
-0.582 0.051 1.328
0.051 -0.275 -0.354
1.370 1.118 1.299
-0.091 -0.698 1.216
0.374 -0.256 -0.526
0.316 1.129 0.762
-0.352 0.027 0.343
0.789 1.276 -0.421
0.272 0.270 2.223
2.001 0.572 -0.360

Results
relative energy (zero: lowest compared OMol25 entry of this formula, charge and spin)	144.4	kJ/mol
HOMO	-0.3276	Eh
SMILES string	CC[C@@](C)(OS(=O)(=O)O)N(C)C
net charge	0
LUMO energy	0.59	eV
max |F|	3.79	eV Å⁻¹

Record 6
CH3N4O | ωB97M-V/def2-TZVPD

Last column: Löwdin charge in e.
Cartesian coordinates (Å):
C 0.84180 -0.68817 -1.54650  -0.394
N -1.07446 -0.24916 2.47309  0.285
N -0.38170 0.65302 0.52680  0.340
N -0.77712 0.27598 1.50746  -0.120
N 1.06052 0.48009 -1.67360  0.165
O 0.50883 -1.78598 -1.43882  0.248
H -2.04376 -0.30755 2.87489  0.199
H 0.06363 0.68101 -0.43300  0.087
H 1.80226 0.94077 -2.29033  0.189

Atomic forces in eV per Å
0.084 -3.053 -1.479
-1.755 -1.325 3.925
-0.218 1.346 0.551
0.187 -0.039 -2.811
1.404 3.113 -0.663
0.026 0.104 0.522
1.068 0.229 -0.569
0.750 0.539 -0.813
-1.546 -0.914 1.338

Results
relative energy (zero: lowest compared OMol25 entry of this formula, charge and spin)	167.8	kJ/mol
HOMO	-0.5954	Eh
net charge	+1
LUMO energy	-5.14	eV
max |F|	4.50	eV Å⁻¹

> Among the records above, which one has the highest max |F|?

C4H11NO2

> max |F| of number 4 (C6H7IN2O2S)?

4.19 eV Å⁻¹

> max |F| of number 3 (C4H11NO2)?

6.15 eV Å⁻¹